{"formula": "C22H46FNO20S5", "method": "wB97M-V/def2-TZVPD", "symbols": ["O", "N", "O", "C", "C", "C", "C", "C", "F", "C", "O", "O", "C", "O", "H", "H", "H", "H", "H", "H", "C", "C", "O", "S", "C", "O", "O", "H", "H", "H", "H", "H", "H", "H", "H", "C", "C", "O", "S", "C", "O", "O", "H", "H", "H", "H", "H", "H", "H", "H", "C", "C", "O", "S", "C", "O", "O", "H", "H", "H", "H", "H", "H", "H", "H", "C", "C", "O", "S", "C", "O", "O", "H", "H", "H", "H", "H", "H", "H", "H", "C", "C", "O", "S", "C", "O", "O", "H", "H", "H", "H", "H", "H", "H", "H"], "positions_angstrom": [[-2.92589, 4.76027, 2.54418], [-1.79119, 4.68311, 2.34765], [-1.07989, 4.00799, 3.41059], [-1.56098, 2.65318, 3.49289], [-0.45970, 1.75940, 3.85303], [-0.11914, 1.26267, 5.02141], [-0.67964, 1.47724, 6.39127], [0.33872, 2.36705, 7.09913], [0.01998, 3.66659, 6.80595], [1.06082, 0.36141, 4.81584], [1.61420, -0.22658, 5.69963], [1.34560, 0.33370, 3.49264], [0.47537, 1.20396, 2.85761], [0.48146, 1.42372, 1.67318], [-2.34916, 2.57207, 4.22167], [-1.90122, 2.35556, 2.51018], [-1.61205, 2.01671, 6.37108], [-0.84973, 0.55335, 6.91731], [0.35091, 2.21226, 8.16539], [1.31799, 2.20793, 6.68232], [1.28439, -0.57648, -0.84663], [2.12511, 0.67718, -0.95503], [3.12573, 0.59766, -1.99885], [2.63273, 0.77418, -3.49187], [4.21516, 1.00244, -4.22885], [1.88451, 1.99504, -3.58701], [2.07282, -0.45262, -3.96430], [0.66068, -0.71125, -1.72941], [0.63111, -0.50915, 0.01994], [1.91436, -1.46197, -0.75312], [1.50504, 1.55959, -1.11561], [2.67658, 0.83452, -0.03166], [4.65216, 1.92018, -3.84676], [4.06611, 1.07339, -5.30352], [4.83493, 0.14253, -3.99120], [-4.90098, -4.42983, 4.63960], [-4.77644, -3.38182, 5.72770], [-3.44871, -3.32764, 6.29574], [-2.30973, -2.61603, 5.45117], [-1.10613, -2.51740, 6.73257], [-2.71694, -1.28891, 5.10399], [-1.83744, -3.52081, 4.45107], [-4.30975, -4.16585, 3.76407], [-5.94178, -4.52508, 4.33108], [-4.54642, -5.39638, 4.99625], [-5.06183, -2.39315, 5.36531], [-5.43360, -3.62628, 6.55919], [-1.47519, -1.85623, 7.51139], [-0.19481, -2.11612, 6.29155], [-0.92608, -3.51596, 7.12089], [-4.50238, 1.82356, -2.37366], [-3.19805, 1.29929, -2.94218], [-2.08513, 2.17409, -2.67100], [-1.47311, 2.16308, -1.20356], [0.00455, 3.04623, -1.56384], [-1.15538, 0.81431, -0.84758], [-2.30081, 2.95475, -0.34347], [-4.49123, 1.81758, -1.28477], [-5.33287, 1.20234, -2.70943], [-4.67466, 2.85050, -2.69433], [-2.97586, 0.29646, -2.57411], [-3.26019, 1.24191, -4.02675], [0.61521, 2.45436, -2.24127], [0.52265, 3.19815, -0.61921], [-0.25953, 4.00297, -2.00556], [2.99232, 4.16740, -10.82726], [1.72329, 3.38369, -10.55411], [1.84264, 2.51921, -9.40728], [1.76542, 3.18833, -7.96325], [1.57084, 1.70845, -7.03702], [0.57176, 3.97182, -7.89034], [3.03371, 3.77164, -7.65280], [3.18870, 4.89136, -10.03807], [2.90287, 4.70703, -11.77020], [3.85115, 3.49893, -10.88075], [0.86487, 4.04527, -10.42839], [1.50580, 2.72290, -11.39073], [0.62583, 1.24406, -7.30175], [1.57397, 1.98499, -5.98390], [2.40477, 1.04728, -7.25768], [1.09973, -3.19210, 2.45360], [0.97806, -4.64625, 2.86566], [0.94663, -5.53793, 1.72960], [2.31799, -5.83546, 0.98507], [1.75480, -7.19763, 0.02331], [3.27412, -6.28850, 1.94760], [2.62947, -4.74650, 0.11413], [2.06716, -2.98686, 1.99655], [0.99240, -2.54728, 3.32619], [0.33087, -2.93512, 1.72507], [1.78311, -4.93706, 3.54288], [0.03817, -4.80016, 3.38952], [1.48573, -8.01139, 0.69006], [2.57559, -7.49217, -0.62607], [0.90296, -6.87686, -0.56953]], "atomic_forces_ev_per_a": [[-0.285, -0.352, -0.036], [0.291, 0.989, -0.122], [0.221, -0.626, -0.211], [-0.111, 0.429, -0.104], [0.426, 0.025, -0.057], [-0.535, -0.632, 0.857], [0.801, 0.346, -0.479], [-0.229, -0.412, -0.192], [-0.210, 0.828, 0.103], [-0.947, 0.372, 1.303], [0.347, -0.264, -0.832], [0.780, -0.286, -0.462], [-0.574, 0.673, -1.814], [0.501, -0.504, 1.414], [-0.444, -0.030, 0.196], [-0.399, -0.096, -0.288], [-0.385, 0.147, -0.141], [0.159, -0.457, 0.100], [-0.040, 0.111, 0.451], [0.573, -0.232, 0.174], [0.195, -0.368, -0.289], [-0.596, -0.124, 0.704], [0.124, 0.071, -0.420], [0.982, -0.516, 0.487], [0.032, 0.052, 0.013], [-0.147, 0.015, -0.378], [-0.270, 0.164, -0.224], [-0.014, 0.022, 0.076], [0.093, 0.068, -0.041], [0.116, 0.029, 0.056], [0.518, -0.547, 0.116], [0.241, 0.020, -0.116], [-0.007, 0.016, 0.011], [-0.043, 0.019, -0.011], [-0.030, -0.028, 0.018], [0.247, 0.020, -0.087], [-0.550, -0.105, -0.293], [0.047, 0.150, 0.003], [0.403, -0.250, 0.745], [-0.003, -0.044, 0.039], [-0.170, 0.106, -0.296], [-0.028, 0.108, -0.333], [-0.016, 0.021, -0.006], [-0.035, 0.025, 0.072], [-0.061, -0.018, 0.040], [0.156, 0.047, 0.013], [0.172, 0.019, 0.149], [-0.028, -0.015, 0.020], [-0.010, 0.009, -0.041], [0.002, -0.014, -0.007], [0.084, 0.100, 0.197], [-0.462, -0.278, -0.065], [0.077, 0.071, 0.022], [0.361, 0.458, -0.374], [-0.361, 0.204, -0.010], [-0.424, -0.035, 0.127], [-0.143, -0.127, 0.283], [0.008, -0.020, 0.002], [0.031, -0.025, -0.072], [-0.019, -0.013, -0.066], [0.117, 0.056, 0.083], [0.186, 0.116, -0.026], [-0.424, 0.396, -0.089], [-0.153, 0.066, 0.108], [-0.063, 0.019, -0.010], [0.069, 0.034, 0.226], [0.031, 0.364, -0.439], [0.012, -0.116, 0.096], [-0.023, -0.437, -0.145], [-0.018, -0.060, 0.039], [0.008, 0.226, 0.033], [0.025, 0.164, 0.103], [-0.021, 0.010, -0.002], [-0.052, -0.052, -0.035], [-0.011, -0.026, -0.066], [0.001, -0.036, 0.149], [-0.017, -0.172, 0.131], [-0.010, 0.002, -0.020], [-0.049, 0.084, -0.017], [0.000, -0.003, -0.042], [0.154, -0.041, -0.214], [-0.020, 0.507, 0.455], [0.005, -0.140, -0.096], [-0.470, -0.148, 0.017], [-0.045, -0.049, -0.014], [0.206, 0.092, 0.034], [0.208, 0.067, -0.029], [0.011, 0.009, 0.030], [-0.048, -0.057, 0.044], [-0.070, 0.014, 0.061], [0.079, -0.106, -0.151], [-0.075, -0.174, -0.174], [-0.002, 0.006, 0.023], [0.047, 0.040, 0.017], [-0.001, 0.030, -0.003]], "mulliken_charge": [-0.26, 0.29, -0.29, -0.65, 0.58, 0.56, -0.63, -0.43, -0.32, 0.76, -0.61, -0.32, -0.03, -0.30, 0.39, 0.29, 0.48, -0.08, 0.41, 0.24, -0.89, 0.79, -0.33, 1.37, -0.94, -0.85, -0.67, 0.27, 0.23, 0.40, -0.73, 0.20, 0.31, 0.31, 0.36, -0.95, -0.36, -0.28, 1.23, -1.00, -0.64, -0.55, 0.27, 0.39, 0.26, 0.30, 0.28, 0.32, 0.29, 0.41, -1.00, -0.32, -0.23, 1.16, -0.54, -0.58, -0.65, 0.27, 0.40, 0.26, 0.30, 0.30, -0.11, 0.36, 0.52, -0.99, -0.38, -0.28, 1.24, -0.60, -0.66, -0.62, 0.31, 0.38, 0.26, 0.34, 0.27, 0.40, 0.01, 0.30, -0.53, -0.60, -0.29, 1.17, -0.96, -0.65, -0.56, 0.48, 0.03, 0.29, 0.40, 0.21, 0.32, 0.38, 0.31], "smiles": "O=NOCC1=C(CCF)C(=O)OC1=O.CCOS(C)(=O)=O.CCOS(C)(=O)=O.CCOS(C)(=O)=O.CCOS(C)(=O)=O.CCOS(C)(=O)=O", "homo_lumo_gap_ha": 0.344, "molar_mass_g_mol": 823.9, "homo_ev": -10.36, "e_lumo_ev": -0.987}